1.
Below is an isolated ion of composition C5H13N3 and charge +2, with properties calculated with ωB97M-V/def2-TZVPD.

XYZ file:
```
21
Properties=species:S:1:pos:R:3:forces:R:3
C 0.93697 -1.03920 1.17225 1.2 0.5 -1.7
C -0.99869 -1.48644 -0.25651 1.5 0.8 -1.5
C 0.94698 0.07935 0.08737 -5.8 -0.9 2.5
C -0.03445 1.16667 0.54789 1.9 1.8 2.6
C -0.19242 -0.35218 -0.82945 1.6 -2.7 -2.1
N -0.23764 0.31147 -2.03156 -0.6 0.3 -2.8
N -0.42687 -1.59796 1.10162 -2.6 -0.1 4.2
N 0.08013 2.46682 -0.07947 1.8 0.0 -1.4
H 1.70355 -1.73405 0.91285 0.2 -0.9 -0.3
H 1.15193 -0.71119 2.15669 0.0 0.4 1.0
H -2.05991 -1.49177 -0.38052 -0.9 0.5 0.7
H -0.68537 -2.33196 -0.80104 0.4 -1.7 -0.4
H 1.87400 0.25345 -0.33321 1.8 0.9 -0.8
H -0.58589 1.17256 1.52774 0.7 0.1 -1.1
H -0.96602 0.06208 -2.75281 0.7 0.2 1.4
H 0.63396 0.47924 -2.62785 -1.1 -0.6 1.5
H -0.62631 -2.51519 1.63776 1.0 1.0 -1.6
H -0.93390 -0.97020 1.81875 0.2 -0.8 -1.7
H 0.71817 3.07154 0.50600 -1.4 0.3 -0.6
H -0.86565 2.76446 -0.33608 0.2 1.0 0.6
H 0.56744 2.40250 -1.04042 -0.8 -0.1 1.6
```
Positions in Å, forces in eV/Å.

Results
F_max	6.4	eV/A
M	115.2	Da
E_tot	-9843.9558	eV
net charge	+2
E_LUMO (spin up / spin down)	-6.735 / -9.294	eV
2S+1	3
orbital gap (spin up / spin down)	6.85 / 9.90	eV

Löwdin atomic charge list, values in e, 4 entries: C -0.054; C -0.037; C -0.130; C -0.044

2.
Below is C40H54F5N2O2SeSr as an isolated structure, with properties calculated with ωB97M-V/def2-TZVPD.

XYZ file:
```
105
Properties=species:S:1:pos:R:3:forces:R:3
Sr 0.02258 0.16705 -0.08781 -0.5 -1.6 -3.1
C -0.51939 -3.09290 0.50140 0.1 -0.1 0.0
N -1.31156 -1.86882 0.61216 -0.5 -0.7 0.3
C -2.52179 -1.98418 -0.20196 -0.1 0.0 -0.1
C -1.69974 -1.60689 1.99978 0.1 0.0 0.2
C -0.53369 -1.11996 2.85397 -0.3 -0.1 0.0
N 0.04087 0.12643 2.34056 0.0 -0.1 1.5
C -0.65414 1.31354 2.86718 -0.2 0.1 -0.1
C -2.09941 1.45219 2.47773 0.1 0.1 0.0
C -3.09224 1.39482 3.44460 0.0 0.0 0.0
C -4.42642 1.58003 3.11932 0.0 0.0 0.0
C -4.70672 1.89811 1.78822 -0.1 -0.1 0.0
C -3.75156 1.99050 0.78786 0.1 0.0 -0.1
C -2.39217 1.69495 1.11252 -0.4 0.2 0.3
O -1.43006 1.63370 0.23509 -2.3 2.5 0.6
C -4.13052 2.45408 -0.62232 0.1 0.0 -0.1
C -5.61309 2.81541 -0.73616 0.1 0.0 0.0
C -3.31062 3.71223 -0.96071 0.0 -0.1 0.0
C -3.84152 1.35752 -1.66177 0.0 0.1 0.1
C -5.56003 1.49473 4.13724 -0.1 0.0 0.0
C -5.05958 1.08154 5.52343 0.0 0.0 -0.1
C -6.59020 0.44996 3.68143 0.0 0.0 0.0
C -6.24416 2.86496 4.26565 0.0 -0.1 0.0
C 1.46613 0.24954 2.70071 0.2 -0.1 0.0
C 2.33218 -0.83694 2.13469 0.0 0.1 0.1
C 2.79505 -1.84430 2.96071 0.1 -0.1 -0.1
C 3.64635 -2.83567 2.48620 0.0 0.0 0.1
C 4.05880 -2.70649 1.16582 0.0 0.0 0.0
C 3.65683 -1.69189 0.29827 -0.1 0.1 -0.1
C 2.68492 -0.75204 0.75454 0.5 -0.2 0.1
O 2.11732 0.16152 0.02273 3.3 0.2 0.4
C 4.35071 -1.67435 -1.07861 0.0 0.0 -0.1
C 4.01576 -0.47226 -1.96837 -0.1 0.0 0.2
C 3.98054 -2.94659 -1.85779 0.0 0.0 0.1
C 5.87396 -1.63938 -0.85171 0.0 0.0 0.0
C 4.11543 -3.95516 3.41334 0.0 0.0 0.0
C 4.87982 -3.34908 4.60225 0.0 -0.1 -0.1
C 5.04478 -4.94278 2.70603 0.0 0.1 0.0
C 2.90233 -4.73754 3.93884 0.1 0.0 0.0
H -1.08266 -3.96604 0.86636 0.0 0.0 0.0
H 0.41123 -3.01085 1.06721 0.0 0.0 0.0
H -0.25354 -3.26798 -0.54075 0.0 0.0 0.0
H -3.18125 -2.78438 0.16898 0.0 0.0 0.0
H -2.25028 -2.20441 -1.23378 0.0 0.0 0.0
H -3.06811 -1.03893 -0.17829 0.0 0.0 0.0
H -2.13453 -2.51284 2.45490 0.0 0.0 0.0
H -2.46682 -0.83675 1.99051 -0.1 -0.1 0.0
H 0.24350 -1.88159 2.86553 0.0 0.0 0.0
H -0.88721 -0.99722 3.89014 0.0 0.0 0.0
H -0.11752 2.18321 2.47273 0.0 0.0 0.0
H -0.56855 1.33567 3.96564 0.0 0.0 0.0
H -2.79368 1.19438 4.46813 0.0 0.0 0.0
H -5.74015 2.08920 1.52614 0.0 0.0 0.0
H -5.88365 3.62432 -0.05320 0.0 0.0 0.0
H -6.25367 1.95399 -0.53197 0.0 0.0 0.0
H -5.81672 3.15052 -1.75510 0.0 0.0 0.0
H -3.49243 4.49280 -0.21786 0.0 0.0 0.0
H -3.59126 4.09552 -1.94556 0.0 0.0 0.0
H -2.24914 3.47430 -0.96665 0.0 0.1 0.0
H -4.44973 0.47146 -1.46154 0.0 0.0 0.0
H -2.79140 1.08196 -1.64226 0.1 -0.1 -0.1
H -4.08415 1.71978 -2.66470 0.0 0.0 0.0
H -4.56162 0.11040 5.48649 0.0 0.0 0.0
H -5.90462 1.00483 6.21106 0.0 0.0 0.0
H -4.36268 1.81710 5.93032 0.0 0.0 0.0
H -6.11660 -0.53004 3.59376 0.0 0.0 0.0
H -7.01480 0.70584 2.71012 0.0 0.0 0.0
H -7.40963 0.37491 4.40197 0.0 0.0 0.0
H -5.51797 3.61846 4.57655 0.0 0.0 0.0
H -7.04643 2.82625 5.00833 0.0 0.0 0.0
H -6.67081 3.18257 3.31334 0.0 0.0 0.0
H 1.57354 0.28689 3.79671 0.0 0.0 0.0
H 1.81247 1.20403 2.29343 0.0 0.0 0.1
H 2.47205 -1.84273 3.99812 0.0 0.0 0.0
H 4.75939 -3.43743 0.78246 0.0 0.0 0.0
H 2.95653 -0.43808 -2.20201 -0.1 0.0 0.0
H 4.57900 -0.55997 -2.90253 0.0 0.0 0.0
H 4.28412 0.46598 -1.48126 0.0 0.0 0.0
H 2.91060 -2.95311 -2.07197 0.0 0.0 0.0
H 4.22336 -3.85176 -1.29680 0.0 0.0 0.0
H 4.52105 -2.97717 -2.80813 0.0 0.0 0.0
H 6.14185 -0.77675 -0.23764 0.0 0.0 0.0
H 6.38704 -1.54958 -1.81282 0.0 0.0 0.0
H 6.24211 -2.53848 -0.35382 0.0 0.0 0.0
H 5.74049 -2.78146 4.24359 0.0 0.0 0.0
H 5.23412 -4.13407 5.27724 0.0 0.0 0.0
H 4.24361 -2.67198 5.17248 0.0 0.0 0.0
H 5.94059 -4.44381 2.33128 0.0 0.0 0.0
H 4.54090 -5.43016 1.86900 0.0 0.0 0.0
H 5.35896 -5.71494 3.41202 0.0 0.0 0.0
H 2.21849 -4.08608 4.48510 0.0 0.0 0.0
H 3.22430 -5.53488 4.61538 0.0 0.0 0.0
H 2.35195 -5.18757 3.11012 0.0 0.0 0.0
F 0.07563 1.21299 -7.93959 0.0 0.1 -0.1
C 0.13560 0.59671 -6.75172 0.0 -0.1 0.1
C -0.12299 1.29608 -5.58732 0.0 0.1 0.0
F -0.41990 2.60227 -5.65732 0.0 0.0 0.0
C -0.07418 0.64655 -4.37019 0.1 -0.4 0.0
F -0.32406 1.36716 -3.26629 -0.1 0.1 0.1
C 0.21555 -0.71343 -4.25307 0.0 0.2 -0.4
Se 0.19488 -1.61028 -2.61110 0.0 -0.4 0.0
C 0.50250 -1.37806 -5.44974 -0.1 0.2 0.3
F 0.82250 -2.67510 -5.42418 0.0 -0.1 -0.1
C 0.45904 -0.74707 -6.67597 0.0 0.1 0.0
F 0.72673 -1.41927 -7.80439 0.0 -0.1 -0.1
```
Positions in Å, forces in eV/Å.

Results
F_max	3.5	eV/A
M	856.5	Da
E_tot	-129206.4714	eV
net charge	-1
E_LUMO	2.247	eV
orbital gap	6.82	eV

Löwdin atomic charge list, values in e, 4 entries: Sr 1.456; C -0.094; N -0.369; C -0.101

What ΔE to the lowest compared entry with this formula, charge and spin values result from the calculations? In sequence: 0.0, 11.2 kcal/mol.